130
Properties=species:S:1:pos:R:3:forces:R:3:mulliken_charge:R:1 method="wB97M-V/def2-TZVPD" charge=-1 molar_mass_g_mol=676.0 orbital_gap_ha="0.0548 / 0.3524" multiplicity=2
C -3.8227 -2.0286 3.1842 0.82 -0.88 1.01 -1.1781
C -2.9709 -2.9637 2.3181 -1.19 1.07 0.23 -0.0108
O -3.4513 -2.7109 1.0193 0.15 -0.44 -0.69 -0.4513
H -4.8372 -2.4175 3.2715 -0.11 0.39 -0.20 0.2868
H -3.7503 -1.0073 2.8103 -0.31 -0.19 -0.24 0.1774
H -3.3871 -2.0006 4.1830 -0.15 -0.02 0.35 0.4270
H -3.1098 -4.0274 2.5112 0.07 -0.03 0.51 0.2978
H -1.9298 -2.6856 2.4822 0.25 -0.14 -0.39 0.0599
H -2.6798 -2.4998 0.4884 0.18 0.14 -0.34 0.4448
C -4.6867 0.1058 -1.6693 -0.22 0.31 -1.41 -0.9283
C -4.7124 -0.3564 -3.1455 0.87 1.21 0.25 0.0108
O -5.3767 0.6126 -3.9508 -0.60 -0.13 0.03 -0.3601
H -4.4252 1.1625 -1.6139 0.33 0.00 -0.29 0.1111
H -3.9528 -0.4408 -1.0770 -0.62 -0.30 0.37 0.1724
H -5.7398 0.1115 -1.3881 0.14 -0.59 0.92 0.5195
H -5.1869 -1.3292 -3.2744 0.24 -0.20 0.10 0.2981
H -3.7169 -0.3143 -3.5875 0.21 -0.65 0.23 -0.1909
H -6.2897 0.5811 -3.6556 -0.30 0.34 -0.19 0.2674
C 2.9140 -3.7793 -1.2275 0.18 -1.00 -0.48 -0.3704
C 4.4399 -4.0782 -1.4495 -0.96 0.22 -0.13 -0.4135
O 5.0684 -2.9422 -1.9835 0.05 0.09 -0.40 -0.4973
H 2.7260 -2.7634 -0.8802 0.22 -0.12 0.42 -0.0046
H 2.3982 -4.5298 -0.6285 0.37 0.14 0.76 0.2733
H 2.2997 -3.8868 -2.1214 0.54 0.30 -0.70 0.1224
H 4.5989 -4.8855 -2.1644 -0.21 -0.12 0.01 0.3597
H 4.9906 -4.3412 -0.5463 -0.45 -0.28 0.46 0.2486
H 4.7277 -2.2329 -1.4336 0.27 0.76 0.15 0.2502
C -0.1835 0.3588 0.2607 0.66 -1.30 -0.92 -0.0694
C -0.0300 -1.1940 -0.0133 0.39 1.72 -0.20 1.1876
O -1.3214 -1.7134 -0.2491 0.04 -0.64 -0.17 -0.1028
H -0.5616 0.8088 -0.6573 -0.24 -0.15 -0.25 -0.0939
H 0.8016 0.8199 0.3313 -0.03 0.08 0.72 0.1243
H -0.9156 0.6382 1.0183 0.45 -0.27 0.40 0.2519
H 0.5369 -1.8244 0.6718 -0.65 0.33 0.96 -0.7331
H 0.6225 -1.3379 -0.8746 -0.25 0.30 -0.64 -0.3034
H -1.5242 -1.5939 -1.1798 0.05 -0.01 -0.14 -0.4047
C 3.8145 -0.1159 -2.7081 -0.16 0.86 1.28 -1.3770
C 3.7649 0.3928 -1.2434 -0.27 -0.01 -1.77 0.0933
O 4.2935 -0.5582 -0.3459 -0.15 0.24 -0.72 -0.4265
H 2.9714 -0.8043 -2.7649 0.42 -0.47 -0.49 0.1705
H 4.7847 -0.5381 -2.9703 -0.25 -0.10 -0.15 0.3479
H 3.5645 0.7475 -3.3247 0.15 -0.07 -0.29 0.5427
H 2.6935 0.5505 -1.1193 -0.24 0.00 0.68 -0.0805
H 4.2041 1.3812 -1.1088 0.46 0.00 -0.06 0.3972
H 3.8610 -0.2726 0.4621 -0.07 -0.52 1.42 0.3076
C 2.1828 -4.1172 2.3246 -0.23 1.49 0.36 -1.0346
C 2.4560 -4.5338 3.7763 1.14 -1.80 -0.11 0.7090
C 3.0734 -3.5882 4.8050 0.13 1.74 -1.99 -1.1096
O 4.2764 -2.9756 4.2717 0.13 -0.32 0.51 0.0238
C 5.4431 -3.7467 4.5031 -0.43 -0.72 0.17 -1.2158
N 1.2168 -5.0554 4.2914 -1.41 -0.42 0.37 -0.6838
H 1.8289 -4.9283 1.6883 0.24 -0.33 0.29 0.3214
H 2.9564 -3.5715 1.7842 0.46 -0.33 0.32 0.3380
H 1.3586 -3.4040 2.3387 -0.30 0.11 0.10 0.1350
H 3.1411 -5.3810 3.7430 0.61 -0.15 -0.37 0.0131
H 3.2523 -4.0229 5.7885 -0.02 -0.34 -0.07 0.4404
H 2.3697 -2.7609 4.8975 0.03 0.18 0.37 0.2838
H 5.4574 -4.6393 3.8777 -0.03 -0.19 -0.20 0.3211
H 5.4574 -4.0967 5.5353 0.05 -0.03 0.29 0.4240
H 6.3959 -3.2461 4.3312 -0.43 0.68 -0.20 0.2446
H 0.8344 -5.6885 3.6036 -0.34 0.18 -0.42 0.2935
H 1.3330 -5.6936 5.0655 0.41 0.25 0.53 0.2549
C -2.2471 3.2603 -2.0016 1.02 -0.65 -0.51 -0.9700
C -2.2703 4.3955 -2.9879 0.53 -0.49 -1.07 -0.0466
C -2.8301 3.9912 -4.3335 -0.93 -0.31 -1.04 -0.8364
O -1.8569 3.2619 -5.1109 -0.07 0.06 0.32 -0.0894
C -2.4611 2.4705 -6.1266 -0.37 0.21 0.51 -0.6986
N -3.0206 5.4168 -2.3296 -0.55 1.54 -0.10 -0.2375
H -2.0240 2.3254 -2.5156 -0.01 -0.20 0.07 -0.1101
H -3.1870 3.1759 -1.4560 0.14 0.08 0.02 0.0831
H -1.3848 3.4751 -1.3704 -0.23 -0.31 0.66 0.7717
H -1.2566 4.7244 -3.2166 0.37 -0.06 0.16 -0.1063
H -3.2239 4.7355 -5.0257 0.49 1.22 0.30 0.4230
H -3.7873 3.5030 -4.1503 0.10 -1.27 0.09 0.2979
H -2.8640 1.6049 -5.6007 -0.44 -0.26 -0.54 0.0904
H -1.8163 2.1673 -6.9514 0.83 0.00 0.62 0.2772
H -3.2224 3.0297 -6.6705 -0.57 0.10 0.32 0.3439
H -2.4162 5.7386 -1.5871 0.00 0.00 0.63 0.2394
H -3.0407 6.2370 -2.9186 -0.31 0.34 -0.36 0.2540
C -2.8014 8.0252 2.3064 0.20 -1.24 -0.94 -1.4953
C -3.0056 7.0033 1.1565 0.56 0.10 0.59 0.1213
C -3.2606 5.5384 1.5754 0.96 0.21 0.87 -0.1869
O -2.2150 4.9620 2.3778 0.48 1.23 -0.65 0.0389
C -2.2961 3.5686 2.4593 -0.62 -0.30 0.03 -0.8517
N -4.1336 7.4651 0.3296 0.47 -0.85 0.52 -0.7176
H -2.8140 9.0221 1.8659 0.14 0.00 0.18 0.4383
H -1.8565 7.7929 2.7975 -0.09 0.27 0.19 0.3312
H -3.6265 7.9206 3.0110 0.00 0.09 0.15 0.3183
H -2.1357 6.9188 0.5051 0.33 0.54 0.09 0.3676
H -3.3339 4.9792 0.6426 -0.40 -0.31 -0.03 -0.0770
H -4.1672 5.5059 2.1797 -0.53 -0.23 -0.18 0.2477
H -3.3151 3.3547 2.7817 -0.09 -0.67 0.26 0.3289
H -1.5575 3.1476 3.1415 -0.09 0.46 0.31 0.3228
H -2.1190 3.0383 1.5236 -0.06 0.24 -0.50 -0.0159
H -4.2434 6.6677 -0.2805 -0.50 0.03 -0.95 0.3158
H -4.8987 7.3345 0.9758 -0.80 0.40 0.01 0.3335
C 2.4631 2.1042 2.5907 1.11 0.60 -0.90 -2.0880
C 3.6206 1.1140 2.9248 -3.46 3.72 1.39 0.6204
C 3.6232 1.1174 4.4698 2.44 -0.90 -0.27 -1.4134
O 4.5228 0.0764 4.8761 1.37 -1.49 0.38 0.1554
C 5.9079 0.3480 5.3128 -2.73 2.05 0.28 -1.0488
N 3.2206 -0.0714 2.2688 1.46 -1.44 0.22 -0.3017
H 1.4674 1.6798 2.7194 0.13 -0.21 0.33 0.4435
H 2.5663 2.3007 1.5235 -0.27 0.32 -0.16 0.2654
H 2.5252 3.0568 3.1166 -0.02 0.01 0.05 0.6947
H 4.5699 1.5028 2.5562 0.05 -0.20 -0.02 0.4674
H 2.6859 0.9265 4.9925 -0.27 -0.15 -0.51 0.2527
H 3.9965 2.0784 4.8236 0.00 0.32 -0.01 0.5196
H 5.6970 1.1844 5.9792 0.74 0.14 0.65 0.3778
H 6.5602 0.7999 4.5656 0.05 -0.68 -0.50 0.3725
H 6.3416 -0.4607 5.9012 -0.32 -0.23 -0.55 0.2219
H 2.3254 -0.3610 2.6359 -0.31 -0.10 -0.01 0.1856
H 3.9030 -0.6643 2.7193 0.02 -1.69 -0.35 0.0830
C -0.0391 -4.3327 -4.6825 1.82 1.16 1.12 -1.6291
C -1.0051 -4.0673 -3.4986 1.39 -0.21 -1.76 0.3523
C -1.5275 -2.6571 -3.5750 0.07 0.51 -0.18 -0.5372
O -0.4084 -1.7953 -3.4713 0.33 1.38 0.51 -0.4103
C -0.6408 -0.3364 -3.5312 -0.91 -1.89 -0.04 0.0427
N -2.0375 -5.0505 -3.6757 -0.98 0.11 1.01 -0.7640
H 0.4965 -5.2643 -4.5000 -0.40 -0.46 -0.30 0.5332
H 0.7864 -3.6239 -4.6175 0.08 0.34 -0.20 0.3462
H -0.4270 -4.2521 -5.6980 -0.48 -0.20 0.22 0.3069
H -0.4425 -4.2403 -2.5813 -0.16 0.17 0.20 0.0378
H -2.3312 -2.5026 -2.8551 0.08 0.25 0.68 0.2663
H -2.0383 -2.5020 -4.5254 0.00 -0.01 -0.55 0.5869
H -1.1661 -0.1305 -4.4639 0.10 0.28 -0.14 0.4348
H 0.2832 0.2364 -3.4531 0.10 -0.51 -0.08 0.1912
H -1.2999 -0.0600 -2.7082 -0.07 0.21 0.13 -0.2643
H -1.5110 -5.8686 -3.9471 -0.64 -0.42 -0.24 0.3484
H -2.5474 -4.6902 -4.4695 -0.40 -0.65 -0.36 0.3326

115
Properties=species:S:1:pos:R:3:forces:R:3:mulliken_charge:R:1 method="wB97M-V/def2-TZVPD" charge=+1 molar_mass_g_mol=1409.5 orbital_gap_ha="0.1953 / 0.1960"
Y -0.1644 0.5851 -1.2470 3.29 2.21 -1.45 -1.4177
C 0.1920 -2.2197 -9.0426 0.03 -0.03 -0.31 -1.4461
C 0.1919 -2.1440 -7.5573 0.08 -0.06 0.22 1.0234
C -0.7372 -1.3539 -6.8944 -0.02 0.02 -0.05 -0.8921
C -0.7753 -1.2965 -5.5158 0.06 0.06 0.25 -0.2125
C 0.1453 -2.0419 -4.7999 -0.04 -0.01 0.14 0.4253
C 1.0798 -2.8479 -5.4297 0.03 0.03 0.12 -0.7612
C 1.1040 -2.8829 -6.8070 -0.09 0.08 -0.06 -0.9864
S 0.0495 -2.1000 -3.0280 0.36 -0.03 -0.37 0.4415
O -0.9862 -1.0566 -2.6444 -0.12 -0.58 -0.20 -0.2323
C 1.5339 -1.2085 -2.5384 -0.11 0.01 -0.32 0.2836
C 1.6295 0.1500 -2.9853 0.60 -0.68 -0.78 -0.9951
C 2.4427 1.0163 -2.3333 0.34 0.10 -0.28 -0.5103
C 3.2482 0.5694 -1.2543 0.16 0.23 0.13 0.9554
C 4.0918 1.4731 -0.5772 0.08 -0.09 0.09 -0.7844
C 4.8753 1.0359 0.4549 -0.12 0.03 -0.12 -0.9036
C 4.8235 -0.3088 0.8604 -0.08 -0.06 -0.05 -0.9371
C 3.9930 -1.1967 0.2337 0.09 -0.03 0.11 -0.8213
C 3.1935 -0.7807 -0.8497 0.13 0.07 0.15 0.5773
C 2.2673 -1.6657 -1.4807 -0.12 -0.10 0.06 1.2126
C 2.0768 -3.0353 -0.9202 -0.21 -0.09 0.18 -0.3034
C 3.0731 -4.0058 -1.2027 0.00 -0.05 -0.05 0.6366
C 4.1839 -3.7166 -2.0328 0.03 0.09 -0.09 -0.8549
C 5.1361 -4.6609 -2.2716 -0.06 0.05 0.01 -0.9955
C 5.0326 -5.9430 -1.6999 -0.17 -0.07 0.14 -0.6580
C 3.9652 -6.2551 -0.9095 0.13 -0.01 -0.11 -1.0200
C 2.9583 -5.2988 -0.6461 -0.07 -0.05 0.10 0.8748
C 1.8451 -5.6088 0.1671 -0.10 0.21 -0.05 -1.3143
C 0.8831 -4.6737 0.4242 0.15 -0.28 -0.02 -1.2032
C 1.0111 -3.3845 -0.1125 0.11 0.21 0.02 0.6111
S -0.3181 -2.2043 0.0924 -0.26 -0.81 0.09 1.7918
O 0.4512 -0.9066 0.2850 0.29 -0.33 0.19 0.4495
C -1.1426 -2.5797 1.6006 0.42 0.13 0.21 0.4470
C -0.5680 -2.2594 2.8314 -0.14 -0.26 -0.13 -0.4860
C -1.3278 -2.4157 3.9752 -0.07 -0.07 -0.37 -0.9495
C -2.6466 -2.8724 3.9006 0.26 0.04 -0.34 1.0765
C -3.4714 -2.9957 5.1272 -0.21 -0.05 0.33 -1.7247
C -3.1900 -3.1860 2.6584 -0.09 0.02 0.00 -0.8759
C -2.4523 -3.0252 1.5002 0.02 0.02 -0.08 -0.7980
H 0.1086 -1.2300 -9.4839 -0.02 0.09 -0.07 0.3729
H -0.6559 -2.8073 -9.3917 -0.06 -0.04 -0.06 0.3064
H 1.0997 -2.6869 -9.4132 0.06 -0.03 -0.07 0.3665
H -1.4466 -0.7761 -7.4658 -0.11 0.08 -0.10 0.4464
H -1.4920 -0.6800 -4.9948 -0.06 0.02 0.05 0.4562
H 1.7849 -3.4328 -4.8557 0.07 -0.09 0.08 0.5045
H 1.8330 -3.4951 -7.3097 0.14 -0.13 -0.11 0.3755
H 1.0354 0.4618 -3.8306 -0.18 0.07 -0.18 0.6686
H 2.5088 2.0493 -2.6499 0.01 0.07 0.02 0.4473
H 4.1025 2.5099 -0.8834 0.00 0.04 -0.01 0.4630
H 5.5213 1.7251 0.9737 0.09 0.09 0.06 0.4448
H 5.4344 -0.6376 1.6859 0.07 -0.05 0.09 0.4740
H 3.9434 -2.2240 0.5693 0.02 0.03 0.00 0.5708
H 4.2743 -2.7358 -2.4814 0.03 -0.01 0.00 0.5204
H 5.9758 -4.4283 -2.9031 0.17 0.05 -0.12 0.4690
H 5.7989 -6.6741 -1.8917 0.12 -0.14 -0.03 0.4373
H 3.8701 -7.2380 -0.4739 0.00 -0.12 0.05 0.4789
H 1.7624 -6.5989 0.5831 -0.01 -0.18 0.09 0.4500
H 0.0333 -4.9136 1.0443 -0.08 -0.02 0.08 0.6596
H 0.4404 -1.8786 2.8840 0.10 0.05 -0.01 0.4704
H -0.9088 -2.1520 4.9315 0.08 0.06 0.20 0.3292
H -3.1176 -2.3212 5.9015 0.00 0.05 0.11 0.3818
H -3.4236 -4.0112 5.5209 -0.02 -0.06 0.04 0.3453
H -4.5137 -2.7692 4.9165 -0.08 0.01 0.02 0.4295
H -4.2224 -3.5069 2.5889 0.03 0.03 0.01 0.4206
H -2.9043 -3.1995 0.5311 0.02 0.00 0.00 0.5086
C -3.6113 4.2625 4.4506 -0.02 0.15 0.01 -1.5230
C -2.7143 5.1283 3.5692 -0.19 0.21 0.06 1.7107
C -1.8194 6.0106 4.4478 -0.05 -0.13 -0.08 -1.7534
C -3.6053 6.0370 2.7277 -0.13 -0.12 -0.01 -1.8837
C -1.8392 4.2522 2.7069 0.32 -0.22 -0.53 0.0719
C -1.8029 4.3665 1.3117 -0.16 -0.08 0.69 -0.7358
C -0.9404 3.5577 0.6211 0.45 -0.40 -0.01 0.6810
Br -0.9537 3.5985 -1.2783 0.03 0.47 -0.16 -0.1208
C -0.0546 2.6131 1.1810 0.01 0.37 0.02 0.0469
O 0.6657 1.8776 0.3597 0.12 -0.34 -0.18 -0.1833
C -0.0467 2.5473 2.6049 -0.06 0.13 -0.72 -0.2001
C -0.9539 3.3396 3.2949 -0.39 0.33 -0.36 -0.8463
C 0.9397 1.7579 3.4441 0.26 -0.21 0.11 2.8092
C 1.9067 2.7579 4.0959 -0.09 -0.06 -0.12 -1.9613
C 1.7762 0.7521 2.6560 -0.07 0.02 -0.08 -1.7690
C 0.1966 0.9812 4.5386 0.17 -0.12 -0.11 -1.5830
H -4.1472 4.8828 5.1596 -0.17 0.19 0.17 0.5332
H -3.0363 3.5388 5.0165 0.10 -0.11 0.16 0.2279
H -4.3389 3.7184 3.8533 -0.05 -0.03 -0.05 0.2032
H -2.4274 6.6352 5.0887 -0.19 0.21 0.20 0.5023
H -1.1925 6.6537 3.8400 0.14 0.13 -0.16 0.3781
H -1.1704 5.4159 5.0810 0.13 -0.14 0.14 0.3058
H -4.1995 6.6667 3.3815 -0.14 0.11 0.13 0.4705
H -4.2991 5.4610 2.1041 0.12 0.14 0.13 0.1149
H -3.0232 6.6900 2.0868 0.13 0.16 -0.14 0.4041
H -2.4406 5.0476 0.7737 -0.03 0.12 -0.02 0.6751
H -0.9510 3.2678 4.3700 0.01 0.10 0.17 0.5880
H 2.4757 3.2890 3.3356 0.06 0.07 -0.10 0.3679
H 2.6046 2.2363 4.7424 0.18 -0.13 0.15 0.4904
H 1.3797 3.4947 4.6919 -0.12 0.15 0.13 0.3403
H 2.3879 1.2404 1.9020 0.04 0.02 -0.01 0.3189
H 1.1534 0.0268 2.1396 0.02 0.04 0.03 -0.7399
H 2.4292 0.2294 3.3529 0.14 -0.10 0.12 0.8515
H -0.2830 1.6267 5.2640 -0.11 0.14 0.17 0.4317
H 0.9011 0.3568 5.0839 0.14 -0.09 0.10 0.6019
H -0.5643 0.3380 4.1016 -0.02 -0.06 -0.04 -0.3158
Se -3.2944 0.9386 3.7264 0.00 -0.23 -0.13 -0.2087
Sb -4.0601 0.9904 1.3662 -0.39 -0.09 0.15 1.3123
Se -4.9796 3.2315 0.8341 0.01 -0.06 -0.13 -0.1788
Se -5.9221 -0.4820 1.1746 0.14 0.01 0.01 -0.5852
Se -2.1450 0.5642 -0.0885 -5.51 -0.38 2.74 0.5093
N -2.5250 3.1587 -4.5623 0.02 0.34 -0.19 0.0047
C -3.4950 2.3470 -4.0484 -0.20 -0.11 0.11 -0.8761
C -2.8355 1.3274 -3.4397 -0.59 -0.57 0.05 -0.6252
N -1.4857 1.4965 -3.5737 0.58 0.11 0.35 0.8380
C -1.3409 2.6097 -4.2484 0.40 0.23 -0.30 -0.9419
H -2.6658 4.0233 -5.0668 0.03 -0.22 0.11 0.2245
H -4.5353 2.5701 -4.1393 -0.27 0.02 -0.03 0.4974
H -3.2492 0.4671 -2.9289 0.06 0.23 -0.05 0.5333
H -0.4078 3.0540 -4.5387 0.17 0.09 -0.01 0.4657

So what do the calculations give for calculated total energy? Going down the list: -2219.88163, -15563.25461 Ha.
So what do the calculations give for relative energy (zero: lowest compared OMol25 entry of this formula, charge and spin)? Going down the list: 224.3, 140.3 kJ/mol.